Computed, not measured: a 3-piece molecular cluster, C16H35BrClN4O6 overall, with wB97M-V/def2-TZVPD.

Output
Net charge: +1
LUMO level (eV): -4.569
DFT total energy (Ha): -4334.8599
Largest force on an atom (Eh/bohr): 0.014
Orbital gap (eV): 6.66

CARTESIAN COORDINATES (ANGSTROEM)
Cl (4.15048, -1.06754, 3.17503)
C (4.14701, 0.57203, 3.41246)
N (4.93729, 1.21242, 4.27795)
N (4.66249, 2.47793, 4.19579)
N (3.73072, 2.62154, 3.30726)
N (3.37112, 1.44814, 2.78435)
C (2.36080, 1.24118, 1.73608)
C (0.99006, 1.77813, 2.12640)
C (0.14510, 0.76455, 2.90882)
Br (-0.36855, 1.42241, 4.64638)
H (3.31261, 3.50398, 3.03902)
H (2.72063, 1.69900, 0.81823)
H (2.32807, 0.17106, 1.55580)
H (0.48646, 1.99678, 1.18769)
H (1.04335, 2.72069, 2.66408)
H (0.66362, -0.18189, 3.00218)
H (-0.77161, 0.57221, 2.36541)
C (0.26998, -1.69479, 0.32897)
O (1.47850, -1.87287, -0.37884)
C (1.92280, -3.22478, -0.44918)
C (2.32241, -3.60530, -1.85879)
O (1.21677, -3.61880, -2.73550)
C (0.74740, -2.36391, -3.19616)
C (1.58738, -1.70136, -4.26187)
O (2.81321, -1.20595, -3.74464)
C (3.91115, -1.35160, -4.62202)
H (0.45808, -1.67002, 1.41117)
H (-0.16121, -0.74125, 0.01663)
H (-0.45618, -2.48293, 0.11684)
H (1.11975, -3.89426, -0.12797)
H (2.78173, -3.36677, 0.22008)
H (2.68082, -4.63666, -1.81468)
H (3.14055, -2.98801, -2.23498)
H (0.55914, -1.68416, -2.36492)
H (-0.21962, -2.58701, -3.65378)
H (1.01174, -0.85912, -4.66770)
H (1.77007, -2.41462, -5.07194)
H (3.91586, -2.33681, -5.09762)
H (4.82096, -1.25010, -4.03136)
H (3.90834, -0.58087, -5.39953)
C (-3.56168, 1.46410, 3.36330)
O (-3.58729, 0.75830, 2.14224)
C (-4.88733, 0.58384, 1.59591)
C (-4.92090, 0.81736, 0.10320)
O (-4.72850, 2.16264, -0.29432)
C (-3.43459, 2.71883, -0.21497)
C (-2.44990, 2.20066, -1.23766)
O (-2.05563, 0.86663, -0.95999)
C (-1.85166, 0.06305, -2.10248)
H (-3.85261, 0.82525, 4.20386)
H (-2.53954, 1.80802, 3.52472)
H (-4.22037, 2.33768, 3.33714)
H (-5.59874, 1.26106, 2.07845)
H (-5.21255, -0.44720, 1.78257)
H (-5.93363, 0.57499, -0.22652)
H (-4.23987, 0.14053, -0.41698)
H (-3.02390, 2.64036, 0.79508)
H (-3.57662, 3.78083, -0.42953)
H (-1.56306, 2.84970, -1.20909)
H (-2.89295, 2.27051, -2.23644)
H (-2.61264, 0.23386, -2.86938)
H (-1.90795, -0.97852, -1.78604)
H (-0.85738, 0.24688, -2.52820)

Computed, not measured: C4H4DyO5 as an isolated structure in a non-equilibrium geometry, with wB97M-V/def2-TZVPD.

Output
Net charge: +1
Spin multiplicity: 6
LUMO level (spin up / spin down) (eV): -6.049 / -7.026
DFT total energy (Ha): -1415.7776
Largest force on an atom (Eh/bohr): 0.091
Energy above the lowest of the compared OMol25 structures with the same formula, charge and spin (kJ/mol): 144.0
Orbital gap (spin up / spin down) (eV): 8.14 / 6.59

CARTESIAN COORDINATES (ANGSTROEM)
O (-0.89465, -0.58638, -0.39643)
C (-1.19962, -0.87857, -1.73890)
O (-2.05197, -0.25828, -2.33126)
O (-0.42528, -1.82005, -2.10679)
C (-0.92510, 0.74720, 0.11899)
H (-0.69200, 1.45539, -0.68689)
H (-1.92407, 0.96269, 0.51926)
C (0.10611, 0.81449, 1.23027)
H (-0.12414, 0.04385, 1.98346)
H (0.01539, 1.79548, 1.71406)
O (3.45341, -0.40714, 0.73576)
O (1.43855, 0.72076, 0.75632)
C (2.25964, -0.54767, 0.79364)
Dy (0.96374, -2.04178, -0.59149)

Computed, not measured: a 2-piece molecular cluster, C2H10N4O overall in a non-equilibrium geometry, with wB97M-V/def2-TZVPD.

Output
Net charge: +2
Spin multiplicity: 3
LUMO level (spin up / spin down) (eV): -5.441 / -10.856
DFT total energy (Ha): -375.6288
Largest force on an atom (Eh/bohr): 0.117
Energy above the lowest of the compared OMol25 structures with the same formula, charge and spin (kJ/mol): 0.0
Orbital gap (spin up / spin down) (eV): 10.50 / 5.09

CARTESIAN COORDINATES (ANGSTROEM)
C (-6.82506, -0.48187, -0.31369)
C (8.39603, -0.60639, 0.32813)
N (-6.56082, 0.72409, 0.02390)
N (6.11038, -0.26194, -0.03011)
N (-6.68062, 1.85089, -0.65713)
N (7.31363, -0.06543, -0.29862)
O (-6.80777, -1.37421, 0.67854)
H (-7.08544, -0.48065, -1.38158)
H (8.85200, 0.09259, 0.99380)
H (7.94787, -1.27369, 1.18761)
H (9.12669, -0.99621, -0.33475)
H (-6.10168, 0.93167, 1.00326)
H (5.86527, -0.87580, 0.83342)
H (-7.48541, 1.97080, -1.21749)
H (-6.59659, 2.68143, -0.09618)
H (7.58106, 0.45408, -1.13390)
H (-7.04953, -2.28936, 0.41478)

Computed, not measured: a 2-piece molecular cluster, C4H15N3O overall in a non-equilibrium geometry, with wB97M-V/def2-TZVPD.

Output
Net charge: +1
Spin multiplicity: 2
LUMO level (spin up / spin down) (eV): -3.335 / -3.408
DFT total energy (Ha): -400.5033
Largest force on an atom (Eh/bohr): 0.045
Energy above the lowest of the compared OMol25 structures with the same formula, charge and spin (kJ/mol): 243.5
Orbital gap (spin up / spin down) (eV): 2.81 / 6.52

CARTESIAN COORDINATES (ANGSTROEM)
C (-0.56277, -1.81646, -0.32365)
C (-0.44459, -0.45817, 0.35025)
C (0.74242, 0.24797, -0.17929)
C (1.75106, -0.01124, -1.11776)
N (2.94535, 0.70118, -1.22583)
N (0.96400, 1.59167, 0.58580)
N (-2.05129, -2.24537, -0.44401)
H (-0.15506, -1.75850, -1.33428)
H (-0.05217, -2.67567, 0.10508)
H (-1.38680, 0.09824, 0.18469)
H (-0.51130, -0.60770, 1.45472)
H (1.40203, -0.70418, -1.87183)
H (3.43780, 0.48379, -2.07188)
H (3.44994, 1.02099, -0.41451)
H (0.10696, 2.07029, 0.93947)
H (1.31021, 2.23321, -0.14079)
H (1.67950, 1.44266, 1.28252)
H (-2.38115, -1.88931, -1.34366)
H (-2.15090, -3.26412, -0.52810)
H (-2.55132, -2.01020, 0.40687)
H (-2.27651, 1.86857, 2.12875)
H (-1.71774, 3.30336, 1.84904)
O (-1.54767, 2.37898, 1.70839)

Computed, not measured: a 3-piece molecular cluster, C19H37BF2IN2O3 overall in a non-equilibrium geometry, with wB97M-V/def2-TZVPD.

Output
Net charge: +1
LUMO level (eV): -5.228
DFT total energy (Ha): -1603.3911
Largest force on an atom (Eh/bohr): 0.049
Energy above the lowest of the compared OMol25 structures with the same formula, charge and spin (kJ/mol): 0.0
Orbital gap (eV): 6.53

CARTESIAN COORDINATES (ANGSTROEM)
C (0.58455, 2.96347, 0.22336)
C (-0.36198, 2.29140, -0.08299)
C (-1.60567, 1.63731, -0.51376)
C (-2.79246, 2.61043, -0.29585)
C (-3.91910, 2.50842, -1.34630)
C (-4.79246, 1.25539, -1.24199)
F (-5.85040, 1.54716, -2.09672)
C (-5.21849, 1.05868, 0.20999)
N (-4.98520, -0.13295, 0.61863)
B (-5.32505, -0.40778, 2.08922)
N (-4.99168, -1.64795, 2.76883)
O (-5.94724, 0.56665, 2.83545)
C (-4.43406, -1.01659, -0.42020)
I (-6.19714, -2.29016, -0.90762)
C (-3.36872, -2.08243, -0.01045)
C (-2.20030, -2.29713, -1.01371)
C (-0.85479, -1.74584, -0.48150)
F (-0.05763, -2.81226, -0.12187)
C (-4.22555, -0.11713, -1.67384)
C (-4.64741, -0.65828, -3.05672)
H (1.54723, 3.40593, 0.33199)
H (-1.54084, 1.31141, -1.55791)
H (-1.71060, 0.72647, 0.08962)
H (-3.13179, 2.51025, 0.74496)
H (-2.38652, 3.62215, -0.37556)
H (-3.46905, 2.62614, -2.33557)
H (-4.58931, 3.35769, -1.16640)
H (-5.63042, 1.90678, 0.74745)
H (-4.00988, -1.55634, 3.04290)
H (-5.03070, -2.43870, 2.12612)
H (-5.28023, 1.23795, 3.04953)
H (-2.93583, -1.81885, 0.96111)
H (-3.85738, -3.04304, 0.12702)
H (-2.40450, -1.97666, -2.03594)
H (-2.03589, -3.37852, -1.06399)
H (-0.98972, -1.15211, 0.42771)
H (-0.32998, -1.13595, -1.22249)
H (-3.14871, 0.02801, -1.82575)
H (-4.08560, -0.05587, -3.78352)
H (-4.30529, -1.68352, -3.19585)
H (-5.70229, -0.50913, -3.27311)
C (4.99418, 2.98519, -0.01413)
C (4.51588, 2.69351, 1.40048)
C (5.51348, 1.82891, 2.15238)
O (3.24659, 2.03193, 1.35317)
H (5.10800, 2.05723, -0.58187)
H (4.26617, 3.59939, -0.54809)
H (5.95131, 3.50800, -0.00800)
H (4.36421, 3.63166, 1.93695)
H (5.64306, 0.86380, 1.65384)
H (5.15468, 1.61964, 3.16071)
H (6.48661, 2.31742, 2.22297)
H (3.36677, 1.19975, 0.88256)
C (5.73282, -3.70001, -0.09402)
C (6.06894, -2.23845, 0.15989)
C (7.46062, -1.89494, -0.34920)
O (5.98642, -1.96148, 1.55826)
H (6.43531, -4.35386, 0.42949)
H (4.73610, -3.93440, 0.28266)
H (5.76740, -3.93518, -1.15907)
H (5.33094, -1.60167, -0.33257)
H (8.21800, -2.49139, 0.16626)
H (7.69184, -0.84664, -0.15384)
H (7.54631, -2.07688, -1.42171)
H (6.63245, -2.51603, 2.00861)

Computed, not measured: an isolated ion of composition C4H7O3 and charge -1 in a non-equilibrium geometry, with wB97M-V/def2-TZVPD.

Output
Net charge: -1
LUMO level (eV): 4.064
DFT total energy (Ha): -382.3984
Largest force on an atom (Eh/bohr): 0.029
Energy above the lowest of the compared OMol25 structures with the same formula, charge and spin (kJ/mol): 27.1
Orbital gap (eV): 8.46
SMILES string: C[C@@H](O)CC(=O)[O-]

CARTESIAN COORDINATES (ANGSTROEM)
C (-1.61871, 1.49755, 1.31067)
C (-0.77872, 1.01549, 0.11208)
O (0.44656, 1.67453, 0.16023)
C (-0.69186, -0.51160, 0.05842)
C (0.63307, -1.18202, -0.45704)
O (0.78318, -2.36839, -0.13576)
O (1.39367, -0.48796, -1.19489)
H (-0.98365, 2.02157, 2.02753)
H (-2.04874, 0.66479, 1.87374)
H (-2.48587, 2.06133, 0.95836)
H (-1.38494, 1.39127, -0.72472)
H (1.05906, 1.09298, -0.37741)
H (-1.42050, -0.95157, -0.59604)
H (-0.81891, -0.94836, 1.02427)

What did the first record say?
Computed, not measured: a 3-piece molecular cluster, C16H35BrClN4O6 overall, with wB97M-V/def2-TZVPD.

Output
Net charge: +1
LUMO level (eV): -4.569
DFT total energy (Ha): -4334.8599
Largest force on an atom (Eh/bohr): 0.014
Orbital gap (eV): 6.66

CARTESIAN COORDINATES (ANGSTROEM)
Cl (4.15048, -1.06754, 3.17503)
C (4.14701, 0.57203, 3.41246)
N (4.93729, 1.21242, 4.27795)
N (4.66249, 2.47793, 4.19579)
N (3.73072, 2.62154, 3.30726)
N (3.37112, 1.44814, 2.78435)
C (2.36080, 1.24118, 1.73608)
C (0.99006, 1.77813, 2.12640)
C (0.14510, 0.76455, 2.90882)
Br (-0.36855, 1.42241, 4.64638)
H (3.31261, 3.50398, 3.03902)
H (2.72063, 1.69900, 0.81823)
H (2.32807, 0.17106, 1.55580)
H (0.48646, 1.99678, 1.18769)
H (1.04335, 2.72069, 2.66408)
H (0.66362, -0.18189, 3.00218)
H (-0.77161, 0.57221, 2.36541)
C (0.26998, -1.69479, 0.32897)
O (1.47850, -1.87287, -0.37884)
C (1.92280, -3.22478, -0.44918)
C (2.32241, -3.60530, -1.85879)
O (1.21677, -3.61880, -2.73550)
C (0.74740, -2.36391, -3.19616)
C (1.58738, -1.70136, -4.26187)
O (2.81321, -1.20595, -3.74464)
C (3.91115, -1.35160, -4.62202)
H (0.45808, -1.67002, 1.41117)
H (-0.16121, -0.74125, 0.01663)
H (-0.45618, -2.48293, 0.11684)
H (1.11975, -3.89426, -0.12797)
H (2.78173, -3.36677, 0.22008)
H (2.68082, -4.63666, -1.81468)
H (3.14055, -2.98801, -2.23498)
H (0.55914, -1.68416, -2.36492)
H (-0.21962, -2.58701, -3.65378)
H (1.01174, -0.85912, -4.66770)
H (1.77007, -2.41462, -5.07194)
H (3.91586, -2.33681, -5.09762)
H (4.82096, -1.25010, -4.03136)
H (3.90834, -0.58087, -5.39953)
C (-3.56168, 1.46410, 3.36330)
O (-3.58729, 0.75830, 2.14224)
C (-4.88733, 0.58384, 1.59591)
C (-4.92090, 0.81736, 0.10320)
O (-4.72850, 2.16264, -0.29432)
C (-3.43459, 2.71883, -0.21497)
C (-2.44990, 2.20066, -1.23766)
O (-2.05563, 0.86663, -0.95999)
C (-1.85166, 0.06305, -2.10248)
H (-3.85261, 0.82525, 4.20386)
H (-2.53954, 1.80802, 3.52472)
H (-4.22037, 2.33768, 3.33714)
H (-5.59874, 1.26106, 2.07845)
H (-5.21255, -0.44720, 1.78257)
H (-5.93363, 0.57499, -0.22652)
H (-4.23987, 0.14053, -0.41698)
H (-3.02390, 2.64036, 0.79508)
H (-3.57662, 3.78083, -0.42953)
H (-1.56306, 2.84970, -1.20909)
H (-2.89295, 2.27051, -2.23644)
H (-2.61264, 0.23386, -2.86938)
H (-1.90795, -0.97852, -1.78604)
H (-0.85738, 0.24688, -2.52820)

Question: Which value of net charge does entry 3 give?
Answer: +2